A molecular structure, C22H40F12LiO18P2. Source: the OMol25 dataset; level of theory: ωB97M-V/def2-TZVPD.

The geometry in ORCA input format:
```
! RIJCOSX wB97M-V def2-TZVPD def2/J DEFGRID3
* xyz -1 1
Li -0.04 0.20 -0.80
P -0.06 -2.75 0.49
F -1.40 -3.73 0.18
F 0.90 -4.10 0.75
F 0.30 -2.78 -1.10
F 1.29 -1.83 0.63
F -0.92 -1.39 0.23
F -0.38 -2.73 2.09
P -1.92 0.98 -2.75
F -2.28 1.26 -1.18
F -0.46 1.56 -2.35
F -1.45 -0.55 -2.34
F -1.41 0.64 -4.26
F -3.45 0.58 -2.97
F -2.39 2.48 -3.27
C -4.14 -2.10 -0.96
C -3.98 -1.76 0.55
O -5.28 -1.80 0.95
C -6.15 -1.74 -0.02
O -7.37 -1.57 0.20
O -5.57 -1.96 -1.18
H -3.79 -3.07 -1.30
H -3.58 -1.34 -1.51
H -3.55 -0.77 0.70
H -3.40 -2.51 1.09
C -1.56 -2.98 -4.19
C -2.17 -4.15 -3.50
O -1.94 -5.31 -4.35
C -1.78 -4.89 -5.58
O -1.75 -5.61 -6.57
O -1.50 -3.51 -5.53
H -0.61 -2.60 -3.82
H -2.28 -2.17 -4.04
H -3.24 -4.15 -3.32
H -1.56 -4.34 -2.62
C 0.51 5.06 -1.60
C -0.31 4.78 -2.90
O -1.69 5.27 -2.81
C -2.02 6.61 -2.71
O -1.27 7.59 -2.91
O -3.29 6.66 -2.56
C -4.04 7.86 -2.71
H -0.08 4.81 -0.72
H 0.66 6.13 -1.43
H 1.43 4.47 -1.55
H -0.42 3.73 -3.20
H 0.22 5.22 -3.74
H -3.64 8.50 -3.50
H -3.82 8.45 -1.82
H -5.11 7.70 -2.84
C -2.25 1.52 2.86
C -1.18 0.48 3.12
O 0.04 1.18 2.99
C 0.46 1.63 1.74
O -0.06 1.45 0.66
O 1.49 2.36 1.99
C 2.10 3.02 0.88
H -3.13 1.21 3.43
H -2.48 1.59 1.80
H -2.04 2.50 3.29
H -1.29 -0.43 2.52
H -1.17 0.12 4.15
H 2.61 2.37 0.17
H 2.83 3.78 1.13
H 1.24 3.49 0.40
C 2.91 -1.36 3.73
C 3.04 -2.55 4.69
O 3.40 -2.18 5.99
C 3.66 -3.15 6.85
O 3.90 -4.36 6.65
O 3.54 -2.63 8.15
C 4.01 -3.36 9.26
H 2.80 -1.74 2.72
H 3.83 -0.78 3.70
H 1.99 -0.82 3.93
H 3.88 -3.07 4.22
H 2.17 -3.20 4.72
H 3.45 -4.27 9.46
H 3.99 -2.71 10.14
H 5.04 -3.71 9.15
C 5.45 -1.61 -0.15
C 4.03 -1.16 -0.19
O 3.96 -0.76 -1.59
C 2.85 -0.17 -2.08
O 1.92 0.16 -1.32
O 3.09 0.07 -3.35
C 2.05 0.48 -4.19
H 5.69 -1.61 0.91
H 6.02 -0.83 -0.65
H 5.60 -2.63 -0.49
H 3.80 -0.35 0.50
H 3.37 -1.99 0.07
H 1.45 -0.38 -4.46
H 2.29 0.88 -5.17
H 1.36 1.12 -3.63
*
```

Results
DFT total energy in Ha: -4105.89426
E_LUMO in eV: 1.86
Kohn-Sham gap in Ha: 0.3764